A structure of composition C6H14 at a distorted geometry. Source: OMol25; level of theory: ωB97M-V/def2-TZVPD.

Output
HOMO-LUMO gap = 9.5 eV
relative energy (zero: lowest compared OMol25 entry of this formula, charge and spin) = 3.420 eV
spin multiplicity = 1
E = -6445.9884 eV
HOMO level = -8.440 eV

Each line ends with the Löwdin charge.
CARTESIAN COORDINATES (ANGSTROEM)
1 C 2.837542 0.299378 0.023047  -0.117
2 C 1.468737 -0.331412 -0.129416  -0.333
3 C 0.308145 0.471659 0.377341  -0.223
4 C -1.006315 -0.304074 0.347735  -0.455
5 C -2.102970 0.521622 1.010543  -0.092
6 C -1.431616 -0.730231 -1.059161  -0.090
7 H 2.935588 1.358001 0.277702  0.064
8 H 2.435974 0.144137 -1.077896  0.065
9 H 3.714429 -0.317036 0.234184  0.059
10 H 1.224519 -0.407256 -1.473942  0.162
11 H 1.504735 -1.389071 0.096587  0.111
12 H 0.248047 1.385003 -0.236306  0.131
13 H 0.516643 0.809235 1.402056  0.124
14 H -0.852442 -1.215063 0.947272  0.136
15 H -3.043014 -0.037414 1.042831  0.075
16 H -1.832354 0.796346 2.036861  0.077
17 H -2.277081 1.448369 0.449175  0.083
18 H -2.395655 -1.249807 -1.023805  0.076
19 H -1.545973 0.145122 -1.710579  0.086
20 H -0.706933 -1.397516 -1.534222  0.062

Force components x, y, z for each atom (eV/Å):
0.0396 0.1266 -2.7069
-1.9767 -0.9531 -2.1729
-0.1794 -0.1039 0.1268
-0.1447 0.0379 0.1024
-0.1426 0.0292 0.0429
-0.0142 -0.0005 -0.0460
-0.3584 -0.4247 0.0724
4.2418 1.9180 0.5644
-0.5513 0.0419 0.1183
-0.3547 -0.3509 3.2842
-0.3903 -0.1899 0.4503
-0.1373 -0.1344 0.1944
0.0123 -0.1352 -0.0699
-0.0448 0.1329 -0.0791
0.0476 0.1021 0.0170
-0.0421 -0.0446 -0.1558
-0.0008 -0.1189 0.0707
0.1185 0.0731 -0.0106
-0.0032 -0.0650 0.0857
-0.1192 0.0593 0.1117


A cluster of 2 separate species, C6H14 in total. Source: OMol25; level of theory: ωB97M-V/def2-TZVPD.

Output
HOMO-LUMO gap = 10.1 eV
SMILES = C=C(C)C(C)C.[H][H]
relative energy (zero: lowest compared OMol25 entry of this formula, charge and spin) = 1.985 eV
spin multiplicity = 1
E = -6447.4243 eV
HOMO level = -9.007 eV

Each line ends with the Löwdin charge.
CARTESIAN COORDINATES (ANGSTROEM)
1 C 1.372045 0.444919 -1.439460  -0.008
2 C 0.275301 0.241591 -0.708239  -0.456
3 C -1.096576 0.467476 -1.290332  -0.069
4 C 0.380141 -0.378181 0.678146  -0.410
5 C -0.608335 0.092717 1.756861  -0.087
6 C 0.238876 -1.886141 0.452269  -0.075
7 H 2.365529 0.265366 -1.033034  0.071
8 H 1.312869 0.825576 -2.456501  0.068
9 H 0.610192 2.218580 -0.207123  0.065
10 H 0.105932 2.533551 0.248402  0.079
11 H -1.448129 -0.471688 -1.730582  0.086
12 H -1.074952 1.222419 -2.082328  0.081
13 H -1.835791 0.781600 -0.545200  0.070
14 H 1.391949 -0.171638 1.053787  0.132
15 H -1.650655 -0.107306 1.481619  0.073
16 H -0.517305 1.159206 1.989537  0.060
17 H -0.414577 -0.461317 2.684448  0.078
18 H 0.927609 -2.201000 -0.337428  0.081
19 H 0.447401 -2.455979 1.361838  0.078
20 H -0.781523 -2.119749 0.123320  0.083

Force components x, y, z for each atom (eV/Å):
-0.1155 -0.1606 0.0292
0.1817 -0.2458 -0.2681
-0.0318 -0.0348 -0.0404
0.0886 -0.0466 -0.0334
-0.0338 0.0363 -0.0494
-0.0077 -0.1924 0.0151
-0.1448 -0.0050 -0.0574
0.0053 -0.0534 0.1352
-0.2651 0.5799 0.4024
0.1094 0.4323 0.0502
-0.1102 0.1061 0.0446
0.0527 -0.1537 0.0949
0.2079 -0.0300 -0.0822
-0.1140 -0.0760 -0.1281
0.1694 0.0087 -0.0155
0.0166 -0.1779 -0.1219
-0.0049 0.0954 -0.1871
-0.0928 -0.0820 0.1802
-0.0572 0.0345 -0.0433
0.1462 -0.0350 0.0747


The molecule C6H14 at a distorted geometry. Source: OMol25; level of theory: ωB97M-V/def2-TZVPD.

Output
HOMO-LUMO gap = 11.5 eV
SMILES = CCCC(C)C
relative energy (zero: lowest compared OMol25 entry of this formula, charge and spin) = 0.826 eV
spin multiplicity = 1
E = -6448.5830 eV
HOMO level = -10.332 eV

Each line ends with the Löwdin charge.
CARTESIAN COORDINATES (ANGSTROEM)
1 C 2.782425 0.292464 -0.149768  -0.104
2 C 1.397192 -0.363692 -0.230983  -0.289
3 C 0.267853 0.459132 0.343976  -0.225
4 C -1.049772 -0.304468 0.317079  -0.461
5 C -2.139908 0.526403 0.975372  -0.093
6 C -1.464897 -0.729259 -1.093508  -0.084
7 H 2.849770 1.315551 0.251349  0.076
8 H 2.776957 0.312803 -1.222678  0.051
9 H 3.626867 -0.315836 0.203421  0.071
10 H 1.178991 -0.447210 -1.334644  0.102
11 H 1.438343 -1.400447 0.113686  0.113
12 H 0.190055 1.386268 -0.251266  0.128
13 H 0.492277 0.780938 1.369272  0.118
14 H -0.897566 -1.218467 0.910880  0.135
15 H -3.084121 -0.022732 1.012267  0.074
16 H -1.859658 0.807234 1.996860  0.077
17 H -2.306769 1.450941 0.410217  0.082
18 H -2.431556 -1.243354 -1.059277  0.076
19 H -1.568585 0.145714 -1.748615  0.086
20 H -0.742302 -1.406490 -1.561334  0.067

Force components x, y, z for each atom (eV/Å):
-0.0254 -0.0436 -0.8410
-0.3727 -0.3099 -0.4806
0.0015 -0.0714 0.0736
-0.0825 0.0052 0.0940
-0.1613 0.0543 0.0537
-0.0330 -0.0027 -0.0360
-0.2964 -0.4782 -0.0159
2.1033 1.0550 -0.5771
-0.5229 0.0994 0.0452
-0.0259 -0.2135 1.1122
-0.2930 0.1087 0.3782
-0.0946 -0.1852 0.1552
-0.0062 -0.1414 -0.0551
-0.0694 0.1075 -0.0433
0.0087 0.0778 0.0387
-0.0682 -0.0528 -0.1265
-0.0135 -0.0853 0.0492
0.1090 0.0721 -0.0568
-0.0135 -0.0835 0.1017
-0.1439 0.0874 0.1304


A cluster of 2 separate species, C6H14 in total. Source: OMol25; level of theory: ωB97M-V/def2-TZVPD.

Output
HOMO-LUMO gap = 10.0 eV
SMILES = C/C=C(\C)CC.[H][H]
relative energy (zero: lowest compared OMol25 entry of this formula, charge and spin) = 1.586 eV
spin multiplicity = 1
E = -6447.8229 eV
HOMO level = -8.797 eV

Each line ends with the Löwdin charge.
CARTESIAN COORDINATES (ANGSTROEM)
1 C 2.546670 -0.018034 -0.499336  -0.110
2 C 1.158075 -0.582263 -0.646374  -0.151
3 C 0.006622 0.071899 -0.481012  -0.349
4 C -0.045877 1.528381 -0.103155  -0.058
5 C -1.313202 -0.626821 -0.731505  -0.227
6 C -2.338260 -0.472769 0.395293  -0.115
7 H 2.649139 0.673969 0.345147  0.063
8 H 3.265518 -0.828067 -0.349422  0.066
9 H 2.846220 0.529181 -1.402417  0.079
10 H 1.104112 -1.628161 -0.949708  0.100
11 H 0.809566 -0.746475 2.397683  0.040
12 H 0.177510 -0.397633 2.567959  0.031
13 H -0.728742 1.710186 0.735356  0.068
14 H 0.938004 1.909274 0.182072  0.064
15 H -0.403172 2.124815 -0.953061  0.090
16 H -1.115086 -1.693703 -0.891968  0.104
17 H -1.747306 -0.242295 -1.666620  0.113
18 H -2.590842 0.577652 0.575309  0.063
19 H -3.268486 -0.993960 0.146842  0.070
20 H -1.950464 -0.895174 1.328916  0.059

Force components x, y, z for each atom (eV/Å):
0.0554 0.0184 0.0268
-0.1383 0.0353 -0.0066
0.1530 -0.0979 -0.0337
0.0327 0.0304 0.0200
0.0124 -0.0109 -0.0414
-0.0226 0.0121 0.0424
-0.0829 -0.1464 -0.1347
-0.0345 0.1310 -0.0314
0.0142 -0.0941 0.1184
-0.0136 0.1204 0.0434
-0.0156 0.0127 0.0249
0.0284 0.0029 0.0682
0.1037 -0.0444 -0.1537
-0.1685 -0.0329 -0.0773
-0.0039 -0.0411 0.1352
-0.0360 0.1736 -0.0377
0.0380 -0.0202 0.1372
0.0197 -0.1743 -0.0266
0.1404 0.0489 0.0388
-0.0820 0.0766 -0.1124


The molecule C6H14. Source: OMol25; level of theory: ωB97M-V/def2-TZVPD.

Output
HOMO-LUMO gap = 12.2 eV
SMILES = CCCC(C)C
relative energy (zero: lowest compared OMol25 entry of this formula, charge and spin) = 0.098 eV
spin multiplicity = 1
E = -6449.3106 eV
HOMO level = -10.948 eV

Each line ends with the Löwdin charge.
CARTESIAN COORDINATES (ANGSTROEM)
1 C 2.814040 0.302700 -0.200370  -0.113
2 C 1.440513 -0.369319 -0.336708  -0.271
3 C 0.313106 0.403067 0.351984  -0.220
4 C -1.036926 -0.326194 0.365993  -0.454
5 C -2.104296 0.524721 1.055305  -0.094
6 C -1.496813 -0.707999 -1.042810  -0.089
7 H 2.713684 1.382729 -0.044227  0.069
8 H 3.417524 0.159554 -1.100571  0.065
9 H 3.381865 -0.097630 0.644635  0.068
10 H 1.194670 -0.477630 -1.399039  0.095
11 H 1.480492 -1.390347 0.068870  0.112
12 H 0.190087 1.373053 -0.155772  0.121
13 H 0.604260 0.637650 1.386598  0.118
14 H -0.907971 -1.253298 0.945686  0.134
15 H -3.061288 -0.006978 1.109253  0.075
16 H -1.809750 0.795215 2.075819  0.075
17 H -2.272392 1.455188 0.497598  0.081
18 H -2.482142 -1.186703 -1.017832  0.076
19 H -1.574171 0.185767 -1.676623  0.086
20 H -0.804495 -1.403540 -1.527780  0.067

Force components x, y, z for each atom (eV/Å):
0.0067 0.0390 0.0127
-0.0519 -0.0573 -0.0509
0.0199 0.0290 0.0131
0.0201 -0.0255 0.0133
-0.0317 0.0304 0.0371
-0.0036 -0.0248 -0.0646
-0.0113 -0.1221 -0.0626
-0.0097 -0.0256 0.1240
-0.0959 0.0812 -0.0485
0.0421 0.0345 0.1372
-0.0007 0.1465 -0.0723
-0.0003 -0.1257 0.0699
-0.0333 -0.0625 -0.1342
-0.0188 0.1146 -0.0745
0.1391 0.0713 -0.0039
-0.0196 -0.0417 -0.1419
0.0321 -0.1230 0.0705
0.1230 0.0792 0.0136
0.0059 -0.1137 0.0889
-0.1122 0.0964 0.0732


A structure of composition C6H14AgF2N2O2 at a distorted geometry. Source: OMol25; level of theory: ωB97M-V/def2-TZVPD.

Output
HOMO-LUMO gap = 6.4 eV
relative energy (zero: lowest compared OMol25 entry of this formula, charge and spin) = 1.919 eV
net charge = -1
spin multiplicity = 1
E = -22957.0100 eV
HOMO level = -3.611 eV

Each line ends with the Löwdin charge.
CARTESIAN COORDINATES (ANGSTROEM)
1 Ag 0.939766 -0.562537 0.844229  0.701
2 F 1.751577 -1.690519 2.812327  -0.824
3 F 2.960885 -1.130418 -0.430482  -0.801
4 C -1.560704 -1.958974 -1.207066  -0.288
5 O -0.783213 -1.074980 -0.768018  -0.094
6 N -1.139034 -3.149989 -1.668463  -0.196
7 C -1.912989 -4.324923 -1.993249  -0.066
8 C 0.269781 -3.425338 -1.557483  -0.061
9 H -2.645181 -1.799957 -1.311136  0.130
10 H -1.887860 -5.113079 -1.240732  0.091
11 H -1.480069 -4.633856 -2.944686  0.085
12 H -2.926107 -4.028039 -2.264462  0.080
13 H 0.774242 -3.729954 -2.474447  0.096
14 H 0.872207 -2.607872 -1.161323  0.058
15 H 0.479064 -4.074060 -0.706914  0.103
16 C 1.290878 2.444603 1.943210  -0.292
17 O 1.449280 1.451286 1.311818  -0.042
18 N 0.630097 3.495158 1.334840  -0.206
19 C 0.287488 4.623123 2.199573  -0.075
20 C 0.145289 3.493837 -0.005547  -0.059
21 H 1.597330 2.531823 2.997095  0.150
22 H 0.282020 4.301220 3.240940  0.074
23 H -0.629631 5.162150 1.961985  0.081
24 H 1.118329 5.324635 2.124106  0.078
25 H -0.805535 2.972317 -0.115290  0.092
26 H -0.107027 4.453626 -0.456375  0.082
27 H 1.029116 3.050718 -0.464449  0.103

Force components x, y, z for each atom (eV/Å):
1.2002 -2.1733 0.1971
-0.6979 0.3953 -0.3767
-0.7861 0.1015 -0.1448
1.5115 1.4166 0.5998
-2.3736 -1.5522 -1.0038
0.8596 0.1124 0.6047
-0.3789 1.1152 -1.1788
1.6278 0.3066 1.2070
0.0009 0.0166 0.1584
0.0701 0.1153 0.0226
-0.0337 -0.7629 0.1136
-0.2469 -0.0940 0.4188
-0.4464 -0.3157 -0.0608
-0.3067 0.8208 -0.5282
-0.2586 -0.9574 -0.3261
-1.4796 1.0986 -1.2402
1.2100 -0.6207 -0.3897
-0.8627 1.8892 3.2550
1.1889 0.0891 0.1133
0.6352 -0.8445 -0.4104
-0.1001 0.4563 -0.1091
-0.3047 0.0043 0.0081
-0.1035 -0.4492 -0.1682
-0.1179 0.5616 0.0813
0.2652 -0.8319 -0.0821
0.7512 0.5052 0.5802
-0.8233 -0.4027 -1.3408